C22H31ClN9O5Rb | ωB97M-V with the def2-TZVPD basis set

Properties
- frontier orbital gap (spin up / spin down) (eV) = 2.45 / 2.44
- highest occupied orbital energy (spin up / spin down) (eV) = 1.42 / 1.43

```
! wB97M-V def2-TZVPD RIJCOSX def2/J DEFGRID3
* xyz -2 1
Rb -0.246 0.214 -0.588
N 2.363 1.740 -4.401
C 1.513 1.402 -3.389
N 1.752 0.618 -2.396
C 2.976 0.054 -2.324
N 3.210 -0.727 -1.332
N 2.118 -0.901 -0.411
C 2.699 -1.717 0.420
C 1.903 -2.130 1.506
C 2.238 -2.981 2.539
C 1.248 -3.215 3.485
C 0.008 -2.592 3.336
C -0.187 -1.757 2.241
N 0.757 -1.512 1.308
C 4.009 0.329 -3.355
C 5.284 -0.242 -3.304
C 6.208 0.057 -4.304
C 5.858 0.920 -5.345
C 4.582 1.490 -5.393
C 3.649 1.197 -4.397
H 2.081 2.367 -5.139
H 0.524 1.882 -3.482
H 3.734 -2.095 0.337
H 3.216 -3.439 2.607
H 1.433 -3.874 4.328
H -0.789 -2.751 4.054
H -1.134 -1.249 2.081
H 5.554 -0.914 -2.493
H 7.202 -0.383 -4.273
H 6.583 1.150 -6.123
H 4.329 2.159 -6.211
N -1.866 2.411 -0.656
C -0.895 3.401 -0.175
C 0.404 3.401 -1.002
N 1.375 2.411 -0.520
H -2.006 2.632 -1.655
H -2.641 2.485 -0.093
H -0.687 3.232 0.888
H -1.359 4.392 -0.255
H 0.867 4.392 -0.921
H 0.196 3.231 -2.064
H 1.515 2.632 0.479
H 2.149 2.485 -1.083
O -2.264 0.006 -3.996
Cl -1.898 0.894 -2.902
O -2.511 2.184 -3.180
O -2.636 0.349 -1.672
O -0.388 1.121 -3.051
N -1.924 -0.505 1.435
C -2.651 -0.674 2.319
N -3.495 -0.861 3.346
C -4.962 -0.563 3.213
C -5.761 -1.378 4.235
O -5.321 -1.108 5.574
C -3.936 -1.452 5.722
C -3.056 -0.640 4.766
H -5.302 -0.808 2.201
H -5.113 0.510 3.380
H -5.672 -2.454 4.040
H -6.821 -1.114 4.175
H -3.815 -2.529 5.554
H -3.651 -1.241 6.758
H -2.009 -0.940 4.884
H -3.138 0.431 4.990
C -1.196 -2.390 -1.453
H -0.355 -3.114 -1.437
H -1.598 -2.313 -2.484
H -1.996 -2.738 -0.768
H -0.256 1.118 1.820
*
```


C22H31F6FeN9O7PS2 | ωB97M-V with the def2-TZVPD basis set

Properties
- frontier orbital gap (eV) = 9.03
- relative energy (zero: lowest compared OMol25 entry of this formula, charge and spin) (kJ/mol) = 11.2
- highest occupied orbital energy (eV) = -11.09

```
! wB97M-V def2-TZVPD RIJCOSX def2/J DEFGRID3
* xyz 1 1
Fe -0.407 -0.050 0.319
C 1.156 4.935 -1.084
N 0.474 3.656 -1.209
C 0.042 3.092 -2.376
C -0.442 1.858 -2.055
N -0.306 1.662 -0.712
C 0.255 2.755 -0.223
P 0.733 2.939 1.516
C 1.787 1.461 1.560
N 1.407 0.275 1.119
C 2.441 -0.583 1.358
C 3.474 0.113 1.914
N 3.047 1.403 2.047
C 3.845 2.519 2.532
C -0.747 2.128 2.209
N -1.204 0.940 1.839
C -2.316 0.687 2.583
C -2.534 1.739 3.425
N -1.539 2.645 3.179
C -1.366 3.926 3.851
H 1.027 5.487 -2.011
H 2.221 4.781 -0.914
H 0.733 5.513 -0.266
H 0.138 3.596 -3.322
H -0.830 1.096 -2.708
H 2.399 -1.621 1.073
H 4.464 -0.193 2.203
H 4.804 2.135 2.867
H 3.350 3.011 3.367
H 4.016 3.238 1.732
H -2.876 -0.224 2.465
H -3.293 1.918 4.166
H -2.168 4.046 4.572
H -1.411 4.742 3.133
H -0.412 3.956 4.374
C 0.034 -5.351 1.521
N -0.006 -3.935 1.864
C 0.640 -3.560 3.115
C -0.432 -2.997 1.017
O -0.412 -1.797 1.330
C -0.994 -3.483 -0.314
O -1.078 -2.423 -1.225
C -2.301 -2.157 -1.834
C -2.899 -0.877 -1.256
O -2.344 -0.299 -0.310
N -4.043 -0.420 -1.770
C -4.777 -1.066 -2.847
C -4.636 0.813 -1.272
H 0.042 -5.925 2.445
H -0.845 -5.651 0.956
H 0.932 -5.595 0.949
H 0.176 -4.098 3.942
H 1.700 -3.820 3.078
H 0.536 -2.492 3.270
H -0.331 -4.244 -0.727
H -1.975 -3.938 -0.125
H -2.125 -2.030 -2.907
H -3.012 -2.980 -1.705
H -4.284 -1.970 -3.188
H -5.780 -1.327 -2.507
H -4.866 -0.384 -3.693
H -4.044 1.191 -0.446
H -4.665 1.557 -2.071
H -5.656 0.620 -0.937
F 1.880 -2.614 -4.231
C 0.971 -2.498 -3.278
F 0.501 -3.710 -2.983
F -0.049 -1.762 -3.726
S 1.699 -1.719 -1.732
O 0.815 -0.599 -1.473
O 1.717 -2.786 -0.767
N 3.161 -1.302 -2.072
S 3.508 -0.069 -3.016
O 4.726 -0.315 -3.709
O 2.374 0.480 -3.702
C 3.965 1.230 -1.783
F 4.908 0.806 -0.941
F 4.414 2.315 -2.414
F 2.895 1.600 -1.050
*
```


C22H31FN6O2 | ωB97M-V with the def2-TZVPD basis set

Properties
- frontier orbital gap (eV) = 9.47
- relative energy (zero: lowest compared OMol25 entry of this formula, charge and spin) (kJ/mol) = 0.0
- SMILES = CC(C)CCNC(=O)[C@@H](C)N(C(=O)Cn1nnc(-c2ccc(F)cc2)n1)C1CCCC1
- highest occupied orbital energy (eV) = -9.00

```
! wB97M-V def2-TZVPD RIJCOSX def2/J DEFGRID3
* xyz 0 1
C -2.178 -1.604 1.161
C -0.840 -1.147 1.741
C -1.074 -0.160 2.882
C -0.038 -2.374 2.190
C 1.357 -2.049 2.731
N 2.152 -1.335 1.760
C 2.456 -0.042 1.896
O 2.233 0.617 2.896
C 3.171 0.609 0.691
C 4.484 -0.097 0.355
N 2.284 0.767 -0.472
C 1.977 -0.292 -1.233
O 2.312 -1.439 -0.975
C 1.172 -0.075 -2.535
N -0.233 0.013 -2.279
N -0.851 1.090 -1.851
N -2.092 0.794 -1.723
C -2.224 -0.500 -2.084
C -3.476 -1.225 -2.083
C -4.649 -0.575 -1.707
C -5.847 -1.261 -1.695
C -5.853 -2.596 -2.061
F -7.021 -3.270 -2.051
C -4.700 -3.263 -2.439
C -3.506 -2.570 -2.449
N -1.045 -1.006 -2.440
C 1.772 2.114 -0.692
C 0.931 2.638 0.489
C 1.225 4.136 0.515
C 2.715 4.203 0.192
C 2.890 3.162 -0.917
H -2.749 -0.752 0.798
H -2.767 -2.109 1.924
H -2.028 -2.293 0.332
H -0.278 -0.634 0.951
H -0.138 0.273 3.226
H -1.716 0.651 2.546
H -1.559 -0.658 3.719
H -0.593 -2.900 2.969
H 0.068 -3.050 1.338
H 1.871 -2.981 2.989
H 1.295 -1.423 3.622
H 2.284 -1.767 0.850
H 3.409 1.621 1.024
H 5.006 0.441 -0.434
H 4.323 -1.118 0.025
H 5.111 -0.109 1.243
H 1.508 0.804 -3.087
H 1.325 -0.977 -3.133
H -4.605 0.466 -1.428
H -6.769 -0.781 -1.407
H -4.749 -4.304 -2.717
H -2.587 -3.057 -2.736
H 1.122 2.096 -1.562
H 1.244 2.187 1.428
H -0.125 2.420 0.337
H 0.985 4.584 1.477
H 0.650 4.645 -0.260
H 3.031 5.196 -0.125
H 3.293 3.928 1.075
H 3.880 2.709 -0.909
H 2.752 3.632 -1.891
*
```


C22H31FNOsSe2 | ωB97M-V with the def2-TZVPD basis set

Properties
- frontier orbital gap (spin up / spin down) (eV) = 7.99 / 5.05
- ⟨S²⟩ = 6.06
- relative energy (zero: lowest compared OMol25 entry of this formula, charge and spin) (kJ/mol) = 0.0
- highest occupied orbital energy (spin up / spin down) (eV) = -17.49 / -18.02

```
! wB97M-V def2-TZVPD RIJCOSX def2/J DEFGRID3
* xyz 3 5
Os 0.876 -1.528 1.299
C 3.724 -2.421 -0.620
Se 2.514 -3.311 0.629
C 1.473 -4.425 -0.598
C 0.539 -3.626 -1.468
Se -0.632 -2.493 -0.362
C -0.993 -1.149 -1.723
H 4.362 -3.196 -1.038
H 4.323 -1.724 -0.040
H 3.170 -1.902 -1.396
H 0.949 -5.136 0.041
H 2.194 -4.983 -1.197
H -0.129 -4.282 -2.026
H 1.059 -2.974 -2.169
H -1.424 -1.682 -2.568
H -0.077 -0.641 -2.009
H -1.723 -0.451 -1.323
C 2.295 0.609 4.254
C 1.996 -0.821 3.764
C 3.125 -1.789 4.111
C 0.637 -1.241 4.282
C 0.550 -1.905 5.557
C -0.670 -2.286 6.105
C -1.820 -2.026 5.405
C -1.796 -1.354 4.124
C -3.066 -1.212 3.372
C -3.566 -2.631 2.996
C -4.149 -0.473 4.186
C -0.539 -0.932 3.618
N -0.390 -0.287 2.359
C -0.739 0.997 2.172
C -1.431 1.803 3.117
C -1.744 3.100 2.812
C -1.372 3.657 1.575
C -0.657 2.910 0.635
C -0.359 1.619 0.951
F 0.373 0.857 0.106
H 3.268 0.932 3.885
H 2.331 0.618 5.345
H 1.537 1.321 3.929
H 2.030 -0.675 2.625
H 3.385 -1.719 5.167
H 4.022 -1.514 3.557
H 2.875 -2.825 3.880
H 1.462 -2.102 6.104
H -0.706 -2.783 7.065
H -2.779 -2.328 5.805
H -2.875 -0.658 2.453
H -3.877 -3.195 3.875
H -2.809 -3.206 2.461
H -4.437 -2.519 2.351
H -4.378 -0.978 5.123
H -5.063 -0.456 3.594
H -3.866 0.555 4.405
H -1.698 1.389 4.081
H -2.272 3.711 3.531
H -1.625 4.685 1.352
H -0.334 3.335 -0.305
*
```


C22H31N2O2 | ωB97M-V with the def2-TZVPD basis set

Properties
- frontier orbital gap (eV) = 9.15
- relative energy (zero: lowest compared OMol25 entry of this formula, charge and spin) (kJ/mol) = 52.7
- SMILES = CC[C@H](C)c1ccccc1NC(=O)[C@H](C)[N@H+](C)Cc1cccc(OC)c1
- highest occupied orbital energy (eV) = -11.41

```
! wB97M-V def2-TZVPD RIJCOSX def2/J DEFGRID3
* xyz 1 1
C 1.823 1.386 -4.188
C 3.020 0.547 -3.753
C 2.743 -0.290 -2.494
C 4.037 -0.929 -1.982
C 1.688 -1.337 -2.776
C 2.017 -2.473 -3.507
C 1.091 -3.468 -3.761
C -0.202 -3.348 -3.282
C -0.565 -2.219 -2.573
C 0.368 -1.218 -2.331
N -0.036 -0.029 -1.661
C -0.943 0.074 -0.701
O -1.612 -0.821 -0.202
C -1.165 1.509 -0.129
C 0.047 1.896 0.708
N -2.438 1.366 0.632
C -3.590 1.652 -0.238
C -2.563 2.057 1.937
C -1.779 1.396 3.044
C -1.008 2.164 3.908
C -0.328 1.552 4.946
C -0.395 0.183 5.132
C -1.170 -0.596 4.274
O -1.321 -1.932 4.353
C -0.676 -2.637 5.393
C -1.867 0.027 3.234
H 2.060 1.928 -5.099
H 0.959 0.755 -4.388
H 1.565 2.123 -3.426
H 3.301 -0.122 -4.568
H 3.868 1.206 -3.556
H 2.394 0.381 -1.700
H 4.551 -1.472 -2.769
H 3.825 -1.618 -1.167
H 4.710 -0.157 -1.615
H 3.021 -2.586 -3.882
H 1.380 -4.338 -4.329
H -0.930 -4.121 -3.467
H -1.573 -2.110 -2.209
H 0.460 0.803 -1.953
H -1.309 2.236 -0.933
H 0.242 1.158 1.483
H 0.922 1.952 0.065
H -0.077 2.869 1.173
H -2.431 0.309 0.791
H -3.505 1.092 -1.167
H -4.513 1.352 0.256
H -3.638 2.718 -0.460
H -3.623 2.038 2.207
H -2.269 3.103 1.822
H -0.947 3.234 3.781
H 0.266 2.149 5.620
H 0.148 -0.266 5.947
H -0.956 -3.680 5.255
H -1.016 -2.297 6.375
H 0.411 -2.542 5.325
H -2.474 -0.609 2.607
*
```


C22H31N3O2 | ωB97M-V with the def2-TZVPD basis set

Properties
- frontier orbital gap (eV) = 8.58
- relative energy (zero: lowest compared OMol25 entry of this formula, charge and spin) (kJ/mol) = 166.6
- SMILES = Cc1cc(C(=O)N2CCN(C(=O)C3=CCC3)[C@H]3CCCC[C@@H]3C2)c(C)n1C
- highest occupied orbital energy (eV) = -7.77

```
! wB97M-V def2-TZVPD RIJCOSX def2/J DEFGRID3
* xyz 0 1
C 4.408 -2.731 0.659
C 2.980 -2.426 0.359
C 2.404 -1.964 -0.791
C 0.998 -1.864 -0.561
C -0.100 -1.441 -1.465
O -1.096 -2.138 -1.616
N 0.012 -0.227 -2.094
C -1.113 0.243 -2.875
C -2.027 1.246 -2.102
N -1.602 1.491 -0.738
C -2.006 0.716 0.311
O -1.461 0.766 1.409
C -3.167 -0.201 0.179
C -3.809 -0.937 -0.736
C -4.731 -1.584 0.267
C -3.978 -0.737 1.339
C -0.428 2.369 -0.589
C -0.570 3.377 0.552
C 0.641 4.303 0.598
C 1.921 3.491 0.762
C 2.077 2.507 -0.391
C 0.877 1.571 -0.538
C 1.065 0.740 -1.807
C 0.764 -2.289 0.727
C -0.510 -2.397 1.491
N 1.976 -2.604 1.284
C 2.153 -3.113 2.627
H 5.008 -2.543 -0.229
H 4.803 -2.106 1.464
H 4.554 -3.775 0.946
H 2.932 -1.761 -1.709
H -0.730 0.724 -3.778
H -1.685 -0.631 -3.172
H -2.030 2.207 -2.618
H -3.055 0.895 -2.094
H -3.670 -1.110 -1.794
H -5.791 -1.355 0.151
H -4.609 -2.664 0.371
H -3.403 -1.319 2.058
H -4.583 -0.004 1.873
H -0.401 2.954 -1.519
H -1.493 3.943 0.406
H -0.657 2.844 1.496
H 0.702 4.889 -0.328
H 0.531 5.017 1.416
H 2.791 4.149 0.814
H 1.878 2.940 1.708
H 2.200 3.075 -1.324
H 2.984 1.909 -0.270
H 0.834 0.897 0.324
H 2.026 0.235 -1.755
H 1.113 1.416 -2.668
H -1.343 -2.258 0.806
H -0.613 -3.382 1.952
H -0.580 -1.634 2.270
H 1.452 -2.626 3.301
H 1.991 -4.192 2.670
H 3.162 -2.898 2.970
*
```


Respective max |F| values: 8.50; 0.53; 0.99; 0.19; 0.84; 0.18 eV/A.
Respective calculated total energy values: -2209.37487; -4876.95013; -1435.83576; -5903.93121; -1116.70348; -1171.66504 a.u..